Run i
{
  "formula": "C2H5Br2N2",
  "method": "ωB97M-V/def2-TZVPD",
  "symbols": ["N", "C", "Br", "N", "C", "Br", "H", "H", "H", "H", "H"],
  "coordinates": [[0.142, -1.204, 1.213], [0.597, -0.125, 0.345], [2.348, -0.713, -0.818], [-0.391, 0.206, -0.590], [-0.979, 1.364, -0.733], [-2.329, 1.672, -1.903], [0.644, -1.230, 2.051], [0.258, -2.204, 0.894], [1.243, 0.641, 0.895], [-0.838, -0.682, -1.043], [-0.694, 2.276, -0.312]],
  "lowdin_charge": [0.0452, -0.6017, 0.4980, -0.0371, -0.5020, 0.9808, 0.0649, 0.1258, 0.1274, 0.2207, 0.0782],
  "charge": 1,
  "smiles": "N[C@@H](Br)/[NH+]=C/Br",
  "homo_energy_ha": -0.5197,
  "gap_ha": 0.302
}


Run ii
{
  "formula": "C2H5Br2N2",
  "method": "ωB97M-V/def2-TZVPD",
  "symbols": ["C", "C", "N", "N", "Br", "Br", "H", "H", "H", "H", "H"],
  "coordinates": [[-0.849, -0.278, 0.200], [1.245, 0.858, 0.680], [-1.856, -0.583, -0.536], [0.089, 0.571, -0.094], [2.594, 1.784, -0.060], [2.178, -1.706, -0.144], [-0.553, -1.047, 0.904], [1.298, 0.935, 1.722], [-2.271, -1.480, -0.225], [-1.957, -0.193, -1.470], [0.081, 1.136, -0.977]],
  "lowdin_charge": [-0.2079, -0.6887, 0.2254, -0.0418, 0.8868, 0.1189, 0.1444, 0.0519, 0.1726, 0.1599, 0.1785],
  "charge": 1,
  "homo_energy_ha": [-0.5085, -0.4741],
  "gap_ha": [0.292, 0.233]
}


Run iii
{
  "formula": "C2H5Br2N2",
  "method": "ωB97M-V/def2-TZVPD",
  "symbols": ["C", "C", "N", "N", "Br", "Br", "H", "H", "H", "H", "H"],
  "coordinates": [[-0.496, 0.130, 0.631], [2.759, -0.112, -0.574], [0.553, 0.821, 0.552], [-0.821, -0.829, -0.201], [3.884, 1.237, -0.078], [2.918, -1.738, 0.270], [-1.089, 0.257, 1.530], [2.364, -0.249, -1.543], [0.568, 1.582, 1.230], [-1.605, -1.576, -0.182], [-0.237, -1.079, -0.986]],
  "lowdin_charge": [-0.3797, -1.0167, 0.0733, 0.1070, 0.8796, 0.8505, 0.1422, -0.0029, 0.0789, 0.1757, 0.0920],
  "charge": 1,
  "homo_energy_ha": -0.5059,
  "gap_ha": 0.258
}


In terms of stability, run i leads; the second structure lies 17.4 kcal/mol higher.